C4H13N2S | ωB97M-V/def2-TZVPD

Structure (ORCA input):
```
! RIJCOSX wB97M-V def2-TZVPD def2/J DEFGRID3
* xyz 1 1
N 2.44718 -0.16486 -1.00941
C 1.03265 0.19796 -1.02028
C 0.45542 -0.19236 0.32702
N 1.29622 0.46271 1.38888
C -0.98598 0.24239 0.57903
C -2.05982 -0.37339 -0.30743
S -3.76333 0.26625 -0.07092
H 2.93226 0.38571 -1.70307
H 2.66712 -1.14336 -1.17259
H 0.98905 1.28900 -1.12073
H 0.49468 -0.15408 -1.90098
H 0.56987 -1.27193 0.42810
H 1.44788 -0.07834 2.23592
H 2.24659 0.56496 0.98464
H 0.91210 1.40086 1.54085
H -1.25015 -0.11895 1.58099
H -1.05126 1.33876 0.55550
H -1.83126 -0.33200 -1.37001
H -2.13832 -1.41430 0.01463
H -4.41090 -0.90504 0.03988
*
```

## Properties
energy above the lowest of the compared OMol25 structures with the same formula, charge and spin: 0.6634 eV
LUMO: -3.3 eV
structure (SMILES): NC[C@@H]([NH3+])CCS
E_HOMO: -12.3 eV
orbital gap: 0.329 Ha